Record 1
DFT (ωB97M-V with the def2-TZVPD basis set) results for one molecule with the formula ClH3O2SSi.

```
! wB97M-V def2-TZVPD RIJCOSX def2/J DEFGRID3
* xyz 0 1
O -1.397 -1.019 -1.234
O -1.397 -1.019 1.234
Si 1.163 0.156 0.000
S -0.993 -0.407 0.000
Cl -1.776 1.561 0.000
H 1.250 0.918 -1.238
H 1.250 0.917 1.239
H 1.901 -1.107 -0.001
*
```

Gap between HOMO and LUMO, eV: 10.76
Energy above the lowest of the compared OMol25 structures with the same formula, charge and spin, kcal per mole: 16.5
LUMO energy, eV: -0.364
Highest occupied orbital energy, eV: -11.121
SMILES string: O=S(=O)([SiH3])Cl

The molecule's Löwdin atomic charges, reported in e, are given here: number 1, O, carries -0.401; number 2, O, carries -0.401; number 3, Si, carries 0.623; number 4, S, carries 0.146; number 5, Cl, carries 0.240; number 6, H, carries -0.068; number 7, H, carries -0.068; number 8, H, carries -0.071



Record 2
DFT (ωB97M-V with the def2-TZVPD basis set) results for a 2-piece molecular cluster, ClH3O2SSi overall.

```
! wB97M-V def2-TZVPD RIJCOSX def2/J DEFGRID3
* xyz 0 1
O 1.158 -1.527 0.086
O -1.586 -0.786 0.386
Si -1.384 0.670 0.027
S 1.494 -0.372 -1.007
Cl 2.618 0.925 0.096
H 0.250 -1.499 0.453
H -1.486 1.127 -1.258
H -1.064 1.462 1.219
*
```

Gap between HOMO and LUMO, eV: 9.08
Energy above the lowest of the compared OMol25 structures with the same formula, charge and spin, kcal per mole: 18.5
LUMO energy, eV: -0.410
Highest occupied orbital energy, eV: -9.495
SMILES string: O=[SiH2].OSCl

The molecule's Löwdin atomic charges, reported in e, are given here: number 1, O, carries -0.531; number 2, O, carries -0.458; number 3, Si, carries 0.593; number 4, S, carries 0.428; number 5, Cl, carries 0.105; number 6, H, carries -0.001; number 7, H, carries -0.093; number 8, H, carries -0.043



Record 3
DFT (ωB97M-V with the def2-TZVPD basis set) results for one molecule with the formula ClH3O3SSi.

```
! wB97M-V def2-TZVPD RIJCOSX def2/J DEFGRID3
* xyz 0 1
O -2.884 -0.370 -0.369
O -1.264 1.350 -0.189
O 1.041 0.992 0.310
Si 1.425 -0.506 -0.101
S -1.895 0.139 0.480
Cl -0.444 -1.785 0.124
H 2.386 -0.826 0.891
H 0.182 1.477 0.363
H 1.454 -0.471 -1.510
*
```

Gap between HOMO and LUMO, eV: 10.28
Energy above the lowest of the compared OMol25 structures with the same formula, charge and spin, kcal per mole: 32.4
LUMO energy, eV: -0.682
Highest occupied orbital energy, eV: -10.958

The molecule's Löwdin atomic charges, reported in e, are given here: number 1, O, carries -0.446; number 2, O, carries -0.467; number 3, O, carries -0.307; number 4, Si, carries 0.372; number 5, S, carries 0.703; number 6, Cl, carries 0.237; number 7, H, carries -0.038; number 8, H, carries -0.011; number 9, H, carries -0.043



Record 4
DFT (ωB97M-V with the def2-TZVPD basis set) results for ClH3OSi as an isolated structure.

```
! wB97M-V def2-TZVPD RIJCOSX def2/J DEFGRID3
* xyz 0 1
O 0.298 -1.769 0.006
Si -0.862 0.269 -0.017
Cl -2.966 -0.084 -0.028
H -0.469 -2.315 0.311
H -0.700 1.047 -1.290
H -0.489 0.584 1.337
*
```

Gap between HOMO and LUMO, eV: 9.99
Energy above the lowest of the compared OMol25 structures with the same formula, charge and spin, kcal per mole: 68.5
LUMO energy, eV: -0.296
Highest occupied orbital energy, eV: -10.286

The molecule's Löwdin atomic charges, reported in e, are given here: number 1, O, carries -0.406; number 2, Si, carries 0.488; number 3, Cl, carries 0.125; number 4, H, carries -0.050; number 5, H, carries -0.068; number 6, H, carries -0.089



Record 5
DFT (ωB97M-V with the def2-TZVPD basis set) results for ClH8LiO4 as an isolated structure.

```
! wB97M-V def2-TZVPD RIJCOSX def2/J DEFGRID3
* xyz 0 1
Li 0.245 0.865 -0.040
Cl 2.730 1.327 -2.692
O -1.426 3.648 1.135
H -2.329 3.660 0.818
H -1.110 4.539 0.991
O 2.059 -0.125 3.280
H 1.621 -0.175 4.130
H 2.979 -0.305 3.474
O 0.934 -3.321 -4.131
H 0.975 -2.692 -3.411
H 1.775 -3.778 -4.099
O -2.467 -1.104 0.049
H -3.196 -1.461 -0.457
H -2.790 -1.077 0.950
*
```

Gap between HOMO and LUMO, eV: 5.91
Energy above the lowest of the compared OMol25 structures with the same formula, charge and spin, kcal per mole: 81.7
LUMO energy, eV: -1.272
Highest occupied orbital energy, eV: -7.179

The molecule's Löwdin atomic charges, reported in e, are given here: number 1, Li, carries 0.797; number 2, Cl, carries -0.837; number 3, O, carries -0.056; number 4, H, carries 0.033; number 5, H, carries 0.040; number 6, O, carries -0.056; number 7, H, carries 0.029; number 8, H, carries 0.036; number 9, O, carries -0.058; number 10, H, carries 0.025; number 11, H, carries 0.028; number 12, O, carries -0.055; number 13, H, carries 0.041; number 14, H, carries 0.032



Record 6
DFT (ωB97M-V with the def2-TZVPD basis set) results for ClH8LiO4 as an isolated structure.

```
! wB97M-V def2-TZVPD RIJCOSX def2/J DEFGRID3
* xyz 0 1
Li -0.620 -0.612 -0.839
Cl -0.397 -4.117 -0.649
O -0.326 0.627 2.059
H -1.131 0.344 2.492
H -0.229 1.546 2.309
O 1.509 0.312 -2.818
H 2.462 0.238 -2.881
H 1.210 0.341 -3.726
O -3.856 0.562 -1.157
H -4.283 0.217 -1.941
H -4.503 1.154 -0.772
O 3.612 -0.496 2.508
H 2.675 -0.367 2.365
H 3.878 0.248 3.048
*
```

Gap between HOMO and LUMO, eV: 6.10
Energy above the lowest of the compared OMol25 structures with the same formula, charge and spin, kcal per mole: 73.9
LUMO energy, eV: -1.002
Highest occupied orbital energy, eV: -7.105

The molecule's Löwdin atomic charges, reported in e, are given here: number 1, Li, carries 0.764; number 2, Cl, carries -0.825; number 3, O, carries -0.051; number 4, H, carries 0.042; number 5, H, carries 0.038; number 6, O, carries -0.057; number 7, H, carries 0.043; number 8, H, carries 0.037; number 9, O, carries -0.056; number 10, H, carries 0.037; number 11, H, carries 0.034; number 12, O, carries -0.047; number 13, H, carries 0.015; number 14, H, carries 0.027



Record 7
DFT (ωB97M-V with the def2-TZVPD basis set) results for a 2-piece molecular cluster, ClHNO overall.

```
! wB97M-V def2-TZVPD RIJCOSX def2/J DEFGRID3
* xyz -1 1
N -0.542 -1.025 -0.240
O 0.994 0.597 -0.231
Cl -1.436 -0.837 1.239
H 0.984 1.266 -0.769
*
```

Gap between HOMO and LUMO (alpha / beta), eV: 7.55 / 7.34
Energy above the lowest of the compared OMol25 structures with the same formula, charge and spin, kcal per mole: 95.4
LUMO energy (alpha / beta), eV: 4.380 / 4.370
Highest occupied orbital energy (alpha / beta), eV: -3.169 / -2.968

The molecule's Löwdin atomic charges, reported in e, are given here: number 1, N, carries -0.531; number 2, O, carries -0.399; number 3, Cl, carries 0.170; number 4, H, carries -0.241



Record 8
DFT (ωB97M-V with the def2-TZVPD basis set) results for a 2-piece molecular cluster, ClHNO2P overall.

```
! wB97M-V def2-TZVPD RIJCOSX def2/J DEFGRID3
* xyz 0 1
N -1.007 -1.793 -0.352
O -0.779 -2.945 -0.315
O -1.284 0.842 0.178
P -0.496 -0.308 -0.274
Cl 2.075 2.163 -0.149
H 1.491 2.042 0.912
*
```

Gap between HOMO and LUMO (alpha / beta), eV: 7.68 / 7.75
Energy above the lowest of the compared OMol25 structures with the same formula, charge and spin, kcal per mole: 28.5
LUMO energy (alpha / beta), eV: -2.156 / -2.197
Highest occupied orbital energy (alpha / beta), eV: -9.835 / -9.950
SMILES string: O=NP=O.Cl

The molecule's Löwdin atomic charges, reported in e, are given here: number 1, N, carries -0.340; number 2, O, carries 0.036; number 3, O, carries -0.454; number 4, P, carries 0.752; number 5, Cl, carries 0.317; number 6, H, carries -0.311



Record 9
DFT (ωB97M-V with the def2-TZVPD basis set) results for a 2-piece molecular cluster, ClHNO2S overall.

```
! wB97M-V def2-TZVPD RIJCOSX def2/J DEFGRID3
* xyz -1 1
N -0.225 0.272 -0.645
O -0.602 2.343 -2.006
O 0.807 2.589 -0.002
S 0.024 1.734 -0.861
Cl 0.762 -1.627 1.700
H 0.191 -0.250 0.156
*
```

Gap between HOMO and LUMO, eV: 7.58
Energy above the lowest of the compared OMol25 structures with the same formula, charge and spin, kcal per mole: 10.0
LUMO energy, eV: 3.101
Highest occupied orbital energy, eV: -4.479

The molecule's Löwdin atomic charges, reported in e, are given here: number 1, N, carries -0.173; number 2, O, carries -0.345; number 3, O, carries -0.330; number 4, S, carries 0.644; number 5, Cl, carries -0.631; number 6, H, carries -0.163



Record 10
DFT (ωB97M-V with the def2-TZVPD basis set) results for a 2-piece molecular cluster, ClHNO2S overall.

```
! wB97M-V def2-TZVPD RIJCOSX def2/J DEFGRID3
* xyz -1 1
N -0.323 0.163 -2.130
O 1.469 -1.072 1.892
O -0.609 0.213 2.012
S 0.368 -0.493 1.119
Cl 0.043 1.571 -1.306
H -0.948 -0.381 -1.587
*
```

Gap between HOMO and LUMO (alpha / beta), eV: 4.57 / 6.60
Energy above the lowest of the compared OMol25 structures with the same formula, charge and spin, kcal per mole: 68.1
LUMO energy (alpha / beta), eV: 2.634 / 3.421
Highest occupied orbital energy (alpha / beta), eV: -1.936 / -3.176

The molecule's Löwdin atomic charges, reported in e, are given here: number 1, N, carries -0.686; number 2, O, carries -0.542; number 3, O, carries -0.553; number 4, S, carries 0.721; number 5, Cl, carries 0.242; number 6, H, carries -0.183



energy above the lowest of the compared OMol25 structures with the same formula, charge and spin of number 8 (ClHNO2P)? 28.5 kcal per mole